[1]
Density functional theory data (wB97M-V/def2-TZVPD) for a 2-piece molecular cluster, ClH3NP overall.

```
! RIJCOSX wB97M-V def2-TZVPD def2/J DEFGRID3
* xyz 0 1
N -1.20 -0.32 0.38
P 0.65 1.00 -0.55
Cl 2.14 -0.20 -0.07
H -0.65 -1.15 0.74
H -1.40 0.11 1.39
H 0.46 0.57 -1.89
*
```

The orbital gap (spin up / spin down) is 8.51 / 8.51 eV. The energy above the lowest of the compared OMol25 structures with the same formula, charge and spin is 53.00 kcal per mole. Its total energy is -23348.063 eV. Its lowest unoccupied orbital energy (spin up / spin down) is -0.0221 / -0.0221 Ha.



[2]
Density functional theory data (wB97M-V/def2-TZVPD) for a 11-piece molecular cluster, C19H18Cl41N3OPS overall.

```
! RIJCOSX wB97M-V def2-TZVPD def2/J DEFGRID3
* xyz 1 1
N -3.82 1.51 1.66
C -2.36 1.64 1.54
C -1.53 0.41 2.01
O -2.27 -0.76 2.33
C -0.42 0.03 1.02
C -0.95 -0.45 -0.29
C -2.22 -0.77 -0.58
N -2.25 -1.20 -1.91
P -3.73 -1.76 -2.67
S -4.81 -0.36 -3.41
C -1.02 -1.11 -2.43
C -0.73 -1.48 -3.86
C 0.75 -1.24 -4.28
C 1.23 0.20 -3.97
Cl 1.70 1.10 -5.45
N -0.24 -0.66 -1.47
H -4.21 2.09 0.92
H -4.16 0.58 1.44
H -2.07 2.49 2.17
H -2.04 1.91 0.52
H -0.99 0.71 2.93
H -2.88 -0.57 3.05
H 0.09 -0.83 1.48
H 0.33 0.82 0.94
H -3.11 -0.74 0.02
H -3.28 -2.70 -3.62
H -4.40 -2.42 -1.62
H -1.00 -2.52 -4.06
H -1.35 -0.87 -4.53
H 0.76 -1.33 -5.37
H 1.42 -2.00 -3.86
H 0.47 0.82 -3.48
H 2.11 0.15 -3.31
H 0.76 -0.51 -1.61
C -3.92 1.84 5.72
Cl -4.34 0.35 4.86
Cl -3.91 3.19 4.58
Cl -5.12 2.14 6.98
Cl -2.32 1.68 6.46
C -8.25 -2.43 -3.79
Cl -9.28 -3.85 -3.66
Cl -6.74 -2.86 -4.62
Cl -9.08 -1.17 -4.71
Cl -7.88 -1.82 -2.16
C 2.69 -2.81 -0.06
Cl 3.55 -1.70 -1.13
Cl 1.13 -3.24 -0.80
Cl 3.65 -4.28 0.16
Cl 2.44 -2.04 1.51
C -0.85 -0.83 9.41
Cl 0.01 0.27 8.33
Cl -2.37 -1.32 8.65
Cl 0.14 -2.25 9.71
Cl -1.19 -0.01 10.94
C -8.89 1.32 8.52
Cl -9.96 0.68 9.77
Cl -9.78 2.47 7.52
Cl -7.52 2.13 9.27
Cl -8.31 -0.01 7.51
C 5.60 2.56 -4.80
Cl 6.13 3.88 -3.75
Cl 4.39 3.16 -5.94
Cl 6.98 1.93 -5.69
Cl 4.89 1.27 -3.81
C 9.27 5.12 -1.57
Cl 8.30 6.48 -1.00
Cl 9.55 5.29 -3.31
Cl 10.83 5.10 -0.72
Cl 8.42 3.60 -1.25
C 12.48 2.28 -4.08
Cl 13.40 3.34 -5.14
Cl 10.98 1.79 -4.89
Cl 13.44 0.84 -3.70
Cl 12.07 3.14 -2.59
C -6.27 -3.91 7.32
Cl -7.34 -4.55 8.57
Cl -7.16 -2.75 6.32
Cl -4.90 -3.09 8.08
Cl -5.69 -5.23 6.31
C 7.39 -1.17 -8.72
Cl 6.26 -1.77 -7.49
Cl 6.55 -0.03 -9.78
Cl 8.74 -0.35 -7.93
Cl 8.00 -2.53 -9.67
*
```

The orbital gap is 9.20 eV. Its total energy is -560047.103 eV. Its lowest unoccupied orbital energy is -0.1028 Ha.



[3]
Density functional theory data (wB97M-V/def2-TZVPD) for C7H13Br3N as an isolated structure.

```
! RIJCOSX wB97M-V def2-TZVPD def2/J DEFGRID3
* xyz 1 1
C -0.88 1.37 0.13
C -1.99 -0.85 -0.46
C 0.47 1.15 0.81
C -2.01 0.39 0.43
C -0.95 -1.82 0.04
C 1.38 0.45 -1.28
C 2.30 -0.73 0.67
N 1.19 0.07 0.07
Br -3.74 1.37 -0.15
Br -0.06 -2.77 -1.26
Br -1.09 -2.58 1.72
H -1.07 2.30 0.74
H -0.68 1.51 -1.01
H -3.00 -1.22 -0.56
H -1.64 -0.69 -1.55
H 1.10 2.07 0.70
H 0.55 0.86 1.84
H -2.07 0.21 1.53
H 1.70 1.48 -1.62
H 2.13 -0.21 -1.76
H 0.38 0.16 -1.69
H 3.21 -0.03 0.63
H 2.28 -0.77 1.78
H 2.48 -1.74 0.25
*
```

The orbital gap (spin up / spin down) is 6.10 / 6.10 eV. Its total energy is -219076.860 eV. Its lowest unoccupied orbital energy (spin up / spin down) is -0.2398 / -0.2398 Ha.